ORCA calculation (wB97M-V/def2-TZVPD) on a cluster of 2 separate species, C6H11N2 in total.

Values from the calculation:
Energy above the lowest of the compared OMol25 structures with the same formula, charge and spin (eV): 2.881
Maximum force (Eh/bohr): 0.037
Charge: +1
HOMO energy (eV): -12.671

Bonds (Å) are listed after each position.
Atoms and positions in Å:
1 C -1.00 0.44 -1.36  C2 1.358, C4 1.391, H9 1.087
2 C -0.57 1.03 -0.21  C1 1.358, N7 1.377, H10 1.080
3 C 0.74 -0.59 1.02  N7 1.281, H11 1.075, H15 1.081
4 C -0.77 -0.82 -1.90  C1 1.391, C6 1.213
5 C -0.53 -3.15 -3.12  C6 1.430, H12 1.091, H13 1.090, H14 1.090
6 C -0.66 -1.88 -2.48  C4 1.213, C5 1.430
7 N 0.25 0.57 0.80  C2 1.377, C3 1.281, H16 1.108
8 N 0.59 2.52 2.57  H17 1.014, H18 1.015, H19 1.015
9 H -1.64 1.06 -1.98  C1 1.087
10 H -0.90 2.04 -0.03  C2 1.080
11 H 1.35 -0.73 1.90  C3 1.075
12 H -0.96 -3.92 -2.47  C5 1.091
13 H -1.05 -3.16 -4.07  C5 1.090
14 H 0.52 -3.39 -3.28  C5 1.090
15 H 0.56 -1.43 0.38  C3 1.081
16 H 0.44 1.37 1.54  N7 1.108
17 H 0.83 2.15 3.48  N8 1.014
18 H -0.29 3.01 2.66  N8 1.015
19 H 1.30 3.20 2.31  N8 1.015